C52H38BrF4N3OP3Se2Tl | ωB97M-V/def2-TZVPD

- LUMO level: -5.43 eV
- Energy relative to the best compared isomer or geometry (same formula, charge and spin): 0.000 eV
- Molecular weight: 1332.0 Da
- E_tot: -11216.27758 Eh
- Charge: +2
- Orbital gap: 6.8511 eV

Geometry (Å):
Tl: 1.8357 0.6718 2.9537
F: 5.9261 -5.0725 1.4547
C: 4.7995 -4.5089 1.0788
C: 3.7168 -5.2910 0.6662
F: 3.8042 -6.6072 0.6136
C: 2.5372 -4.6620 0.2863
F: 1.5535 -5.4155 -0.2014
C: 2.3653 -3.2746 0.3423
P: 0.7187 -2.7287 -0.2460
C: 0.8600 -2.5406 -2.0259
C: 2.0575 -2.7692 -2.7025
C: 2.0965 -2.5765 -4.0719
C: 0.9599 -2.1747 -4.7609
C: -0.2346 -1.9583 -4.0865
C: -0.2812 -2.1430 -2.7188
C: -0.4433 -3.8904 0.4807
C: -1.4106 -4.5540 -0.2624
C: -2.1586 -5.5473 0.3456
C: -1.9367 -5.8806 1.6738
C: -0.9929 -5.1882 2.4232
C: -0.2397 -4.1942 1.8292
C: 3.4822 -2.5083 0.6739
Br: 3.4767 -0.6332 0.5375
C: 4.6772 -3.1199 1.0507
F: 5.7046 -2.3502 1.3784
H: 2.9431 -3.0923 -2.1758
H: 3.0195 -2.7539 -4.6030
H: 0.9972 -2.0365 -5.8306
H: -1.1229 -1.6561 -4.6241
H: -1.1886 -1.9876 -2.1569
H: -1.5669 -4.3146 -1.3024
H: -2.8943 -6.0803 -0.2366
H: -2.4882 -6.6881 2.1309
H: -0.8254 -5.4392 3.4616
H: 0.5218 -3.6670 2.3936
Se: -2.9781 1.3961 -2.5455
P: -3.3175 0.3279 -0.7743
C: -4.2495 1.1093 0.5654
C: -5.2862 1.9503 0.1799
C: -6.1415 2.4640 1.1368
C: -5.9455 2.1516 2.4733
C: -4.9029 1.3206 2.8561
C: -4.0548 0.7859 1.9033
C: -4.2255 -1.2063 -1.1332
C: -3.7999 -1.9774 -2.2091
C: -4.5410 -3.0619 -2.6312
C: -5.7584 -3.3333 -2.0262
C: -6.2200 -2.5266 -0.9989
C: -5.4515 -1.4734 -0.5334
C: -1.6664 -0.0754 -0.1009
C: -0.5393 0.7806 0.1298
N: 0.4920 0.0131 0.4289
N: 0.0649 -1.2507 0.3643
N: -1.2422 -1.3151 0.0261
P: -0.0032 2.5328 -0.1217
Se: 0.8839 3.3453 1.6243
C: -1.3421 3.6425 -0.5946
C: -1.1139 4.5294 -1.6395
C: -2.0637 5.4891 -1.9354
C: -3.2166 5.5823 -1.1745
C: -3.4132 4.7321 -0.0980
C: -2.4719 3.7670 0.2047
C: 1.0487 2.1563 -1.5750
C: 0.4995 2.0533 -2.8480
C: 1.2883 1.6363 -3.9046
C: 2.6217 1.3216 -3.7002
C: 3.1739 1.4489 -2.4353
C: 2.3916 1.8695 -1.3732
H: -5.4079 2.1904 -0.8681
H: -6.9604 3.1020 0.8402
H: -6.6059 2.5652 3.2194
H: -4.7552 1.0819 3.8981
H: -3.2564 0.1174 2.1937
H: -2.9124 -1.6821 -2.7450
H: -4.1859 -3.6711 -3.4494
H: -6.3608 -4.1546 -2.3786
H: -7.1917 -2.7040 -0.5643
H: -5.8169 -0.8536 0.2722
H: -0.2004 4.4710 -2.2123
H: -1.8942 6.1681 -2.7567
H: -3.9528 6.3324 -1.4132
H: -4.2953 4.8410 0.5122
H: -2.5997 3.1189 1.0595
H: -0.5354 2.3030 -3.0218
H: 0.8526 1.5674 -4.8890
H: 3.2375 0.9976 -4.5250
H: 4.2165 1.2212 -2.2756
H: 2.7992 1.9791 -0.3799
C: 5.1195 3.5223 0.7286
C: 4.5029 2.7848 1.8708
O: 3.6768 1.8877 1.6687
C: 4.8721 3.1356 3.2430
C: 4.7114 2.1706 4.2469
C: 5.0571 2.4482 5.5524
C: 5.5597 3.6997 5.8793
C: 5.7121 4.6678 4.8975
C: 5.3777 4.3915 3.5859
H: 5.1096 2.9030 -0.1655
H: 6.1281 3.8540 0.9532
H: 4.5060 4.3989 0.5161
H: 4.3647 1.1723 3.9862
H: 4.9396 1.6935 6.3154
H: 5.8254 3.9218 6.9004
H: 6.0971 5.6416 5.1562
H: 5.4766 5.1621 2.8398

***

C20H43N5O11 | ωB97M-V/def2-TZVPD

- LUMO level (spin up / spin down): -6.74 / -9.03 eV
- 2S+1: 2
- Molecular weight: 529.6 Da
- E_tot: -1888.55446 Eh
- Charge: +1
- Orbital gap (spin up / spin down): 4.3659 / 2.0769 eV

Geometry (Å):
C: 4.2487 0.3084 -4.3931
N: 3.7403 -0.3647 -3.1437
O: 4.1958 0.0192 -2.0243
O: 2.8523 -1.1770 -3.3373
H: 5.2294 -0.1529 -4.5090
H: 4.4178 1.3196 -4.0230
H: 3.6129 0.1491 -5.2640
C: -2.4243 7.8107 -1.4345
N: -2.8633 8.4144 -0.1873
O: -2.0059 8.7551 0.6417
O: -4.0815 8.5927 0.0011
H: -2.5070 6.7252 -1.3797
H: -1.3731 8.0574 -1.5835
H: -3.0253 8.3300 -2.1810
C: 3.9860 2.3259 1.5149
C: 2.9398 1.8234 2.6128
C: 3.4697 0.6906 3.3858
O: 2.6135 0.1922 4.4767
C: 1.5555 -0.5692 3.9799
N: 2.7168 3.0347 3.5126
H: 4.4218 1.4367 1.0594
H: 4.7700 2.9561 1.9348
H: 3.5001 2.8368 0.6835
H: 1.9894 1.5707 2.1429
H: 4.3811 0.9840 3.9067
H: 3.5876 -0.0554 2.5999
H: 0.8201 -0.7603 4.7614
H: 1.9657 -1.4955 3.5776
H: 1.0797 -0.0440 3.1517
H: 2.1622 2.6078 4.2408
H: 3.6158 3.1872 3.9468
C: -1.7479 -5.3041 -1.2552
C: -0.5205 -4.8610 -1.9423
C: 0.6551 -4.8257 -0.9390
O: 0.4117 -3.9842 0.1644
C: 0.6673 -2.6097 -0.1296
N: -0.3019 -5.7268 -3.1037
H: -1.5794 -6.2776 -0.7947
H: -2.5629 -5.4450 -1.9652
H: -2.0959 -4.6470 -0.4582
H: -0.8749 -3.9044 -2.3261
H: 1.6635 -4.7065 -1.3353
H: 0.9104 -5.8279 -0.5948
H: -0.0101 -2.3587 -0.9458
H: 1.6867 -2.5855 -0.5146
H: 0.6507 -2.0869 0.8267
H: 0.6500 -5.9585 -3.3491
H: -0.7347 -6.6174 -2.9048
C: -2.3580 -1.0021 2.3361
C: -2.6022 -1.8928 1.0860
C: -4.1001 -2.0938 0.9694
O: -4.4187 -3.1314 0.0333
C: -4.9652 -4.4127 0.5193
N: -2.2067 -1.1812 -0.0897
H: -2.5631 -1.5777 3.2387
H: -2.8678 -0.0390 2.3615
H: -1.2860 -0.8090 2.3753
H: -2.1407 -2.8785 1.1456
H: -4.6308 -1.2038 0.6312
H: -4.6847 -2.3050 1.8648
H: -5.4637 -5.0395 -0.2201
H: -5.7882 -4.0681 1.1454
H: -4.1473 -4.9398 1.0106
H: -2.8551 -1.6133 -0.7323
H: -1.2866 -1.5758 -0.2234
C: -1.1136 3.5258 -0.9053
C: -0.9961 2.3525 -0.3004
C: 0.3149 1.5001 -0.2968
O: 0.5425 0.4251 0.2853
C: 1.3660 2.2359 -1.0532
C: 1.2384 3.4892 -1.5658
C: 0.0058 4.2660 -1.5260
O: -0.0853 5.3986 -2.0677
O: 2.2304 4.0667 -2.3284
O: -2.0725 1.5445 0.0421
H: -2.1364 3.8242 -1.0822
H: 2.3402 1.7704 -1.0820
H: 1.9755 4.9231 -2.6795
H: -1.7033 0.6591 0.0046

***

C66H185N13O27 | ωB97M-V/def2-TZVPD

- LUMO level: 0.57 eV
- Molecular weight: 1593.3 Da
- E_tot: -5368.34801 Eh
- Charge: 0
- Orbital gap: 8.8129 eV

Geometry (Å):
C: 4.8795 -4.0544 -3.4616
O: 3.6046 -3.5160 -3.4101
C: 3.0341 -3.3189 -2.0800
C: 1.7809 -2.4698 -2.1085
N: 0.7019 -3.2165 -2.7748
C: 0.2730 -2.3803 -3.9352
C: -0.9176 -3.1264 -4.6396
O: -0.6458 -4.3770 -5.2044
C: 0.1188 -4.3012 -6.3832
H: 5.0713 -4.3140 -4.4595
H: 5.0347 -4.8767 -2.7307
H: 5.6312 -3.2461 -3.2338
H: 3.7997 -2.9231 -1.3892
H: 2.7533 -4.2928 -1.6927
H: 1.9463 -1.5143 -2.5945
H: 1.5780 -2.1653 -1.0764
H: 0.9843 -4.0901 -3.1368
H: 1.1602 -2.0819 -4.5262
H: -0.1941 -1.4409 -3.5546
H: -1.3049 -2.4724 -5.4784
H: -1.7749 -3.2870 -3.9826
H: -0.0417 -5.1096 -7.1077
H: 1.2243 -4.4628 -6.0876
H: 0.0726 -3.3806 -6.9306
C: -2.4247 0.1439 -5.7533
O: -3.3678 -0.3958 -4.9240
C: -4.7174 -0.4562 -5.3942
C: -5.6035 -0.7976 -4.2063
N: -5.4374 0.1955 -3.1902
C: -6.0929 -0.2806 -1.9674
C: -5.8229 0.7565 -0.8632
O: -4.3834 1.0227 -0.7674
C: -4.1580 2.1249 0.0473
H: -2.3553 -0.2327 -6.7771
H: -1.3861 0.0955 -5.2563
H: -2.7637 1.1912 -5.9071
H: -4.8434 -1.1956 -6.2161
H: -4.9458 0.4766 -5.8665
H: -5.2536 -1.8517 -3.8371
H: -6.7135 -1.1044 -4.4895
H: -4.4124 0.2382 -2.9542
H: -5.7495 -1.2721 -1.6560
H: -7.1976 -0.3994 -2.0790
H: -6.1264 0.4241 0.1235
H: -6.3275 1.6676 -1.2201
H: -4.4026 1.9770 1.0907
H: -4.8286 2.9207 -0.3079
H: -3.1073 2.4040 0.0029
C: 0.5502 -7.6331 6.6358
O: 0.4535 -6.2758 6.1893
C: -0.9071 -5.8695 6.0033
C: -0.7129 -4.6258 5.0998
N: -0.0663 -5.0168 3.8416
C: 0.2228 -3.9249 2.8964
C: 0.7424 -4.5210 1.4987
O: 1.7947 -5.4332 1.6958
C: 2.0579 -6.1986 0.5763
H: 1.5730 -7.8196 6.7558
H: 0.1032 -8.2725 5.7995
H: -0.0646 -7.8947 7.4903
H: -1.3565 -5.4859 6.9512
H: -1.4228 -6.6655 5.5541
H: -0.1553 -3.8465 5.5856
H: -1.6381 -4.2200 4.8175
H: 0.8227 -5.4534 4.0713
H: 0.9206 -3.1568 3.3310
H: -0.7578 -3.5094 2.5806
H: 1.2078 -3.6935 0.9333
H: -0.0379 -4.9095 0.8459
H: 1.4053 -7.0937 0.5035
H: 3.1403 -6.4890 0.7210
H: 1.8947 -5.6263 -0.3297
C: 3.5816 2.5976 -0.1462
O: 3.5816 3.8321 0.5448
C: 4.9321 4.1556 1.0583
C: 5.3166 3.1973 2.0821
N: 4.3240 3.0418 3.1273
C: 4.5560 1.9941 4.0961
C: 3.3910 1.5194 4.8974
O: 2.3586 1.1194 3.9708
C: 1.2935 0.3588 4.5965
H: 2.5482 2.3816 -0.5446
H: 3.7957 1.7446 0.5096
H: 4.2312 2.6382 -1.0410
H: 4.7866 5.1759 1.4634
H: 5.6324 4.0609 0.2188
H: 6.3263 3.4551 2.4616
H: 5.5165 2.1611 1.6161
H: 3.3709 3.1113 2.7523
H: 5.2802 2.3429 4.8218
H: 4.9974 1.1179 3.5669
H: 3.0476 2.3257 5.5311
H: 3.7157 0.6704 5.4736
H: 0.6675 -0.0429 3.7611
H: 0.7571 1.1357 5.1685
H: 1.6534 -0.4748 5.1920
C: -5.1588 4.0453 -3.0357
O: -3.8332 4.4694 -2.7065
C: -2.8082 3.7688 -3.3907
C: -2.5619 4.1401 -4.8517
N: -1.1421 4.0036 -5.1460
C: -0.7951 4.4893 -6.4580
C: -1.4209 3.6558 -7.5558
O: -0.3668 3.4030 -8.4735
C: -0.6931 2.8227 -9.7007
H: -5.8001 4.6792 -2.3887
H: -5.3452 3.0491 -2.7249
H: -5.3789 4.1369 -4.0623
H: -3.0019 2.6356 -3.3382
H: -1.9387 4.0355 -2.8097
H: -2.9906 5.1736 -4.9208
H: -3.1243 3.5957 -5.5337
H: -0.6943 4.5485 -4.3947
H: 0.3677 4.3599 -6.4931
H: -1.0369 5.5452 -6.4509
H: -2.2775 4.1127 -8.1109
H: -1.7593 2.7329 -7.0698
H: -1.1581 1.8675 -9.4879
H: 0.1491 2.7467 -10.4371
H: -1.5234 3.4071 -10.1037
C: 6.1113 7.3264 -1.1354
O: 5.1083 6.4630 -1.5954
C: 4.3159 6.9593 -2.6835
C: 3.0277 6.0994 -2.8912
N: 2.2985 6.0430 -1.7038
C: 0.9209 5.7378 -1.6018
C: 0.0475 6.9109 -1.9954
O: -0.2679 6.8486 -3.3523
C: -1.0907 7.8044 -3.9379
H: 5.6644 8.0869 -0.4509
H: 6.7280 7.8094 -1.8884
H: 6.8321 6.6789 -0.5392
H: 4.9719 6.7932 -3.5343
H: 4.0603 8.0519 -2.4863
H: 3.3993 5.0922 -3.2093
H: 2.4617 6.4775 -3.7547
H: 2.7804 5.7938 -0.8469
H: 0.6510 5.6011 -0.4785
H: 0.6007 4.9297 -2.2178
H: 0.6729 7.7764 -1.8147
H: -0.8873 6.9812 -1.3920
H: -0.5501 8.7292 -4.0440
H: -2.0314 7.8679 -3.3831
H: -1.3326 7.4359 -4.9919
C: 3.6002 -2.1754 3.0404
O: 3.1772 -2.4490 4.3801
C: 3.6346 -3.7755 4.7702
C: 3.1948 -4.1334 6.2287
N: 3.9204 -5.2768 6.7011
C: 3.7180 -5.5590 8.1155
C: 4.7320 -6.6834 8.5187
O: 6.0563 -6.3216 8.0848
C: 6.6159 -5.3713 9.0052
H: 3.1810 -2.9215 2.3248
H: 4.6959 -2.3472 2.9669
H: 3.2270 -1.1964 2.8299
H: 4.7690 -3.7810 4.7421
H: 3.2350 -4.5548 4.1624
H: 2.1018 -4.1511 6.3622
H: 3.4493 -3.2538 6.8293
H: 4.9331 -5.0640 6.5787
H: 2.7629 -5.9757 8.2676
H: 3.8714 -4.7644 8.7940
H: 4.5102 -7.5532 7.9117
H: 4.6911 -7.0672 9.5809
H: 6.2325 -5.5777 10.0138
H: 6.2562 -4.3467 8.7647
H: 7.7011 -5.4415 9.0152
O: -4.0072 -6.7614 0.0740
H: -3.9887 -6.4420 1.0345
H: -3.3648 -7.5497 0.1323
O: -0.3869 -1.4034 -8.0615
H: 0.0550 -0.5817 -7.9318
H: 0.0023 -1.7906 -8.8264
O: -1.7522 -6.5422 2.4490
H: -2.0043 -5.7392 1.9661
H: -0.9875 -6.0951 2.9257
O: -5.3297 -4.8855 2.9436
H: -5.2516 -5.5097 3.6859
H: -4.5497 -4.3816 2.7148
O: -2.9950 -3.0003 2.5810
H: -2.8638 -2.1890 1.9235
H: -2.8556 -2.6282 3.4860
O: -1.9822 -3.5878 -1.2985
H: -2.6146 -4.2961 -1.5536
H: -1.1041 -3.8279 -1.6965
O: -4.2324 7.1558 -2.4790
H: -4.1270 6.3699 -3.0202
H: -4.1365 6.6752 -1.6154
C: -5.7343 -3.7320 6.1533
C: -4.1520 -3.5913 6.1468
C: -3.8393 -2.1103 5.8567
O: -2.6074 -1.8912 5.1782
C: -2.1253 -0.6050 5.2589
N: -3.6236 -4.0408 7.4152
H: -5.8986 -4.7770 6.3605
H: -6.1436 -3.3289 5.2353
H: -6.2538 -3.0648 6.8840
H: -3.7118 -4.1521 5.2845
H: -3.7695 -1.5687 6.8311
H: -4.6258 -1.6110 5.3086
H: -2.2404 -0.2457 6.3425
H: -2.6978 0.1271 4.7020
H: -1.0594 -0.5738 5.0800
H: -4.1320 -3.6221 8.1993
H: -3.9700 -4.9835 7.6049
C: 5.6231 -0.0119 -2.7623
C: 6.8480 0.1672 -1.8880
C: 7.5784 1.4950 -2.2404
O: 6.6559 2.5297 -2.0866
C: 7.3245 3.8209 -2.1341
N: 6.4330 0.0285 -0.4920
H: 5.4702 -1.0968 -2.9103
H: 5.7244 0.5068 -3.6919
H: 4.7953 0.3488 -2.2232
H: 7.6667 -0.6040 -2.0689
H: 7.9509 1.3459 -3.2622
H: 8.4205 1.7262 -1.5350
H: 6.5980 4.5658 -1.7712
H: 7.5402 4.0339 -3.1429
H: 8.2007 3.8596 -1.5351
H: 5.7543 0.7286 -0.2717
H: 7.1569 0.2348 0.1848
C: -2.8509 5.2139 1.4562
C: -2.4674 4.9000 2.9455
C: -1.1117 4.3406 2.9679
O: -1.0570 3.0285 2.3997
C: 0.3205 2.6573 2.1102
N: -2.7675 5.9607 3.8990
H: -2.1381 5.8505 1.0273
H: -3.8724 5.6099 1.2971
H: -2.7492 4.2856 0.8985
H: -3.2118 4.0979 3.2023
H: -0.7763 4.3365 4.0159
H: -0.3900 5.0509 2.5409
H: 0.7779 3.4761 1.5559
H: 0.4231 1.7130 1.5124
H: 0.8953 2.6290 3.0467
H: -2.4881 6.9213 3.6388
H: -3.7793 6.1376 4.0472
C: 2.8457 -0.6957 -6.3232
C: 1.8305 0.2651 -5.8217
C: 2.4963 1.5193 -5.0619
O: 3.5254 2.1195 -5.7587
C: 4.1659 3.1300 -5.0086
N: 0.9942 0.7237 -6.8723
H: 2.3967 -1.4857 -6.8804
H: 3.4724 -1.0010 -5.4739
H: 3.4859 -0.0805 -6.9790
H: 1.2142 -0.0512 -4.9709
H: 2.7876 1.1939 -4.0591
H: 1.6638 2.2260 -4.9231
H: 4.8594 3.7251 -5.5682
H: 4.7299 2.7138 -4.1714
H: 3.3723 3.8233 -4.7246
H: 0.3466 1.4716 -6.5465
H: 1.5327 1.2903 -7.5427
C: -8.6431 -1.2953 2.6974
C: -7.1597 -1.0406 2.1798
C: -6.0960 -1.0539 3.2306
O: -6.3796 -0.2485 4.3721
C: -6.2016 1.1229 4.1414
N: -6.7576 -1.8955 1.0600
H: -8.8073 -0.8308 3.6460
H: -8.7889 -2.3505 2.9068
H: -9.2506 -0.9701 1.9200
H: -7.0981 0.0623 1.8530
H: -5.1188 -0.8279 2.8722
H: -5.8986 -2.1212 3.6304
H: -5.3213 1.2865 3.5554
H: -6.0234 1.5479 5.1063
H: -7.0939 1.4905 3.6725
H: -7.5456 -1.9410 0.3894
H: -6.5339 -2.8355 1.3270
C: -0.3296 -0.9912 0.8919
C: -1.6209 -0.5022 0.1903
C: -1.3880 -0.3228 -1.3045
O: -0.2609 0.4682 -1.6498
C: -0.5769 1.8808 -1.4970
N: -2.7669 -1.3761 0.3183
H: -0.5095 -0.8056 1.9168
H: 0.5234 -0.3333 0.7072
H: -0.1345 -2.0674 0.8223
H: -1.9128 0.4467 0.6841
H: -2.3143 0.1632 -1.7342
H: -1.2032 -1.3204 -1.7847
H: -1.5293 2.0379 -2.0403
H: 0.2155 2.4966 -1.9220
H: -0.7735 2.0725 -0.4558
H: -3.5438 -0.9147 -0.1108
H: -2.5612 -2.2249 -0.2065